# 1
ORCA calculation (the ωB97M-V functional and the def2-TZVPD basis) on a molecular structure, C36H45BCoF2N11 at a distorted geometry.

The geometry in XYZ format:
```
96
Properties=species:S:1:pos:R:3:lowdin_spin:R:1
H 0.46920 1.10865 1.49321 0.000
N -2.12017 -1.51255 -1.30524 0.018
H 1.60447 0.59030 -3.39088 -0.001
F 0.05659 2.13302 -2.25809 -0.025
H -5.93219 -2.06399 -1.15439 0.000
H -4.13686 -2.53608 2.68835 0.000
C 6.05148 -1.36137 1.97523 0.000
C -0.95026 -2.76562 0.42657 0.002
H 0.84241 -1.40576 2.92344 0.000
C -0.99684 -3.39989 1.70322 0.001
H 2.15504 -4.91350 -4.17427 0.000
N -4.12809 -2.55406 -2.12144 0.001
C -5.14590 2.56007 0.80468 0.000
C 1.07266 -2.35870 -2.48509 0.000
C -3.24580 -2.01306 0.79182 0.005
H 2.32232 -3.42243 -0.28256 0.000
H 1.40363 0.15563 3.50328 0.001
C 2.53316 -0.64472 1.90626 0.000
H 2.13898 -4.70068 1.83562 0.000
H 2.21931 -0.14292 -1.89371 -0.003
H -0.95039 0.90044 3.45375 0.001
C 1.79940 -1.82534 -4.78147 0.000
H 6.79096 -2.01599 -1.27646 0.000
H -6.10854 -2.48063 -2.86560 0.000
C 0.12691 -4.11479 2.18695 -0.001
H -2.94108 1.50412 -2.26445 0.000
H -4.46770 -2.11672 -4.35219 0.000
H -2.12725 0.75052 -4.16337 0.000
C -3.67104 -1.42458 -4.59164 0.000
H -3.00750 -1.89659 -5.32242 0.000
H 3.07374 -3.64868 -3.34574 0.000
H -6.47525 3.34307 -0.66787 0.000
N -2.00098 0.85358 0.35627 -0.013
C 1.21879 -0.43225 2.59505 0.001
N 0.16647 0.18116 1.78161 0.016
C -2.09208 0.88461 1.65530 -0.002
C -1.06359 0.28877 2.55110 0.002
C -5.54153 2.82477 -0.49260 0.000
C 4.69955 -1.09023 1.78005 0.000
H 4.39048 -1.53092 -1.57599 0.000
H 0.05316 -4.61340 3.14622 0.000
H -1.10999 -0.67820 -4.40114 0.000
H -1.23222 0.06324 -2.80384 -0.002
C 1.37106 -3.47380 0.23455 -0.001
H 1.11654 -2.62272 -5.06217 0.000
N 2.72897 -0.82452 0.63589 0.000
N 1.03416 -3.67682 -2.87457 -0.001
H 1.55703 -0.93153 -5.35910 0.000
C -3.03227 -1.69494 -2.20708 0.001
C -3.25387 -2.61418 2.06557 0.001
H 2.54403 -5.07613 -2.45184 0.000
H 3.22354 -0.12111 -3.35495 0.000
C -3.14361 1.50851 -0.11783 0.000
C -4.75134 2.44608 -1.59183 0.000
Co -0.37927 -0.25462 -0.50401 1.128
C -0.09306 -4.51208 -2.50444 0.000
C 6.78458 -1.68573 0.84970 0.000
H -4.67489 -4.55528 -2.14003 0.000
C -1.78773 -0.17867 -3.69948 -0.001
H -4.09851 -0.53195 -5.05282 0.000
H -4.31749 -3.94877 -0.51649 0.000
C -2.16816 -3.31560 2.49800 0.005
C 4.84505 -1.47038 -0.59592 0.000
H 3.74425 -0.66087 3.65155 0.000
N 0.50800 -1.92628 -1.39826 -0.011
N 3.67252 -0.77072 2.65521 0.000
C -3.93036 1.90049 0.96045 0.000
N -3.22367 1.48998 2.08766 -0.001
C -2.16314 -2.12703 -0.04122 0.000
N -2.91618 -1.04826 -3.40577 0.000
C 0.31005 -2.78791 -0.28805 0.000
F 0.73329 2.33539 -0.10858 -0.018
H -0.99116 -3.89829 -2.43900 0.000
C -3.55340 1.78314 -1.42081 0.000
H 0.04986 -5.03233 -1.55193 0.000
B 0.22959 1.53845 -1.07484 -0.096
H 2.81965 -2.12373 -5.03726 0.000
H -5.74961 2.86078 1.65139 0.000
C -5.46195 -1.97776 -2.14085 0.000
C -4.02396 -3.89154 -1.56646 0.000
C 1.27619 -4.16636 1.45771 0.000
C 4.09145 -1.12210 0.52688 0.000
H -3.00589 -4.26715 -1.65655 0.000
H -5.41366 -0.91937 -2.39598 0.000
H -3.48986 1.62341 3.04800 0.000
H 7.83955 -1.90706 0.94704 0.000
C 6.18654 -1.74430 -0.42078 0.000
H -1.37923 -0.71011 2.86436 0.000
H -0.24368 -5.25810 -3.28663 0.000
H -2.17711 -3.81471 3.45974 0.000
H -5.08830 2.68616 -2.59228 0.000
C 2.20331 -0.22159 -2.97655 -0.004
H 6.50974 -1.32741 2.95575 0.000
H -4.11210 -1.46171 0.44142 0.000
N 1.66381 -1.51202 -3.36872 0.000
C 2.26270 -4.36553 -3.23563 0.000
```

* expectation value of S²: 0.831
* energy above the lowest of the compared OMol25 structures with the same formula, charge and spin: 22.27 kcal/mol
* total charge: +1
* E: -98191.4227 eV
* E_LUMO (alpha / beta): -1.8 / -1.8 eV
* spin multiplicity: 2
* frontier orbital gap (alpha / beta): 8.0 / 8.1 eV

---

# 2
ORCA calculation (the ωB97M-V functional and the def2-TZVPD basis) on 3 unconnected molecules or ions with the total composition C4H13NO2 at a distorted geometry.

The geometry in XYZ format:
```
20
Properties=species:S:1:pos:R:3:nbo_charge:R:1
H 0.66673 -1.07170 2.78443 0.495
N -1.08908 -0.50350 -0.66428 -0.671
H 3.19761 1.54321 -0.33839 0.228
C 1.26669 0.26024 -0.50539 -0.246
H -2.98713 -1.13799 -1.34200 0.221
H 2.26571 1.62635 -1.94102 0.210
H 1.32856 -0.20024 0.44765 0.226
H -1.93277 -0.65148 -2.72332 0.184
H -1.20288 -0.44272 0.92179 0.489
C -2.21189 -0.34223 -1.60571 -0.423
C 2.10904 1.50498 -0.77027 -0.640
C 0.05895 0.26652 -1.11677 -0.020
H 1.27528 -1.76184 3.89822 0.455
H -1.41037 0.12882 2.33191 0.463
H 1.52332 2.34998 -0.46370 0.212
O 1.57079 -1.30929 3.13542 -0.965
H -0.66128 -1.45397 -0.55053 0.403
O -1.00899 -0.63379 1.95050 -1.018
H -0.20754 1.06521 -1.80513 0.182
H -2.55076 0.76343 -1.64339 0.216
```

* energy above the lowest of the compared OMol25 structures with the same formula, charge and spin: 50.91 kcal/mol
* total charge: 0
* E: -9941.9888 eV
* E_LUMO: 0.8 eV
* structure (SMILES): C/C=C/NC.O.O
* frontier orbital gap: 9.5 eV

---

# 3
ORCA calculation (the ωB97M-V functional and the def2-TZVPD basis) on a molecular structure, C35H59AsBaF6N2O9PSSe at a distorted geometry.

The geometry in XYZ format:
```
116
Properties=species:S:1:pos:R:3:lowdin_spin:R:1
H -2.07410 3.69070 -3.27670 0.000
H -1.18162 -2.08423 -2.55414 0.000
C -0.68812 1.09885 -3.54074 0.002
H 4.80355 -1.69048 4.08388 0.000
H -0.67281 1.71128 -4.43305 0.000
H 3.87325 0.36246 1.97339 0.000
N -3.46915 -2.75628 0.73709 0.108
C 2.20170 -1.57490 0.96977 0.007
H 2.52854 -6.66356 -2.61430 0.000
H -2.48808 5.64050 0.19186 0.000
H 3.12618 -1.51659 3.54146 0.000
H -5.17242 3.66531 4.20541 0.000
H -0.29839 5.01711 -1.13742 0.000
H -1.38192 -0.44584 -7.14535 0.000
C 2.29193 -5.92032 -1.84496 0.000
H 0.27477 3.57463 -0.25084 0.000
C -1.18712 0.07716 -6.20431 0.000
H -1.95610 0.84285 -6.07764 0.000
F 1.31763 0.00393 7.10506 0.000
H -4.00926 3.33671 -0.98947 0.000
H 1.16187 4.10679 3.53991 0.000
C -0.40735 3.93244 -1.01698 0.000
O -2.34181 -0.75115 2.64403 0.004
H -1.41918 3.71126 -0.66726 0.000
F -1.17336 0.67404 4.70951 0.000
H 1.23094 -5.67833 -1.92254 0.000
H -3.13399 2.26060 4.60951 0.000
H -3.36541 -0.90598 -4.85707 0.000
C 2.82678 -3.64099 -0.93249 0.000
H -2.62036 -2.39118 -4.27275 0.000
N 0.91750 3.15927 3.79619 0.000
C -2.56782 -1.62719 -5.04950 0.000
C 5.90950 -2.38987 1.70988 0.000
O -3.08457 3.68612 1.85467 0.000
H 5.83460 -3.47260 1.84178 0.000
H 5.29729 -4.24465 -2.11511 0.000
F 0.05783 1.67758 6.30163 0.000
H -6.18821 2.22833 4.38285 0.000
C -0.68157 -0.43621 -1.31668 0.022
C 1.53076 -3.14243 -0.82778 0.003
H -1.96757 4.89420 3.10879 0.000
C -0.44418 1.74101 -2.32780 0.001
C 1.33061 3.44739 -2.73674 0.000
C -2.04024 4.64581 2.04449 0.000
H -0.24228 -2.43778 -6.29770 0.000
H 4.76795 -3.54900 -0.06299 0.000
C -0.39259 0.96671 -1.11951 0.009
C 4.79795 -0.18028 1.79635 0.000
H 4.81964 -5.81044 -2.78452 0.000
C 1.23168 -2.15891 0.08753 0.012
H 1.58368 4.51370 -2.77734 0.000
H 1.54402 3.00155 -3.71178 0.000
H -3.48127 1.92788 -1.92257 0.000
F 0.32769 -1.76775 5.97396 0.000
Se -0.53912 -1.44694 0.29677 0.205
C -5.24299 2.68549 4.68152 0.000
F -1.26890 -0.22138 6.95300 0.000
H -1.07679 4.23204 1.73527 0.000
H -5.21754 2.28741 -1.76714 0.000
S -1.76775 -1.88972 3.38661 0.009
O -0.29283 -1.69715 3.59126 0.002
H 5.55073 0.14310 2.52427 0.000
H -4.52997 0.41161 -0.25359 0.000
H 3.09633 -4.78247 -4.19296 0.000
C -4.07402 1.82055 4.26186 0.000
O -4.08117 1.69535 2.83869 0.000
O 1.87435 -0.58589 1.72147 0.007
H 2.45797 -6.36917 -0.86336 0.000
C -4.31036 1.45026 -0.00033 0.000
H -0.14096 -2.76406 -4.56080 0.000
H -0.73582 3.73164 -4.43063 0.000
C -4.25447 2.30485 -1.24899 0.000
H -3.31849 6.31713 1.59838 0.000
O -2.48284 -2.25743 4.56860 0.014
H 1.84273 -3.74672 -3.48897 0.000
H 3.91801 -3.09547 3.45078 0.000
O -1.82073 -3.16145 2.39737 0.077
H 6.62410 -2.01154 2.44626 0.000
H -5.24316 2.81855 5.76594 0.000
H -4.04043 -2.55318 1.56048 0.019
F 1.31533 0.36141 4.65958 0.000
C 4.07077 -2.01906 3.33882 0.000
P -2.70033 2.09286 2.05136 0.000
C -1.20160 -0.92558 -5.05093 0.000
C 3.50500 -2.15367 0.91809 0.002
O -3.01259 1.44763 0.60961 0.000
H 3.50403 -3.17335 -3.55664 0.000
C -0.11094 -1.97427 -5.31335 0.000
C 4.56447 -1.69484 1.92137 0.000
O -0.10241 1.41338 0.04433 0.009
H -5.06282 1.80480 0.70405 0.000
C 4.62813 -5.09676 -1.97769 0.000
C -0.95670 -0.25923 -3.69660 0.000
H 4.88103 -5.58099 -1.03160 0.000
C -0.96089 -1.02171 -2.52865 0.003
C -0.14462 3.24809 -2.36219 0.001
H 0.87956 -1.51643 -5.27107 0.000
Ba -0.15833 0.36818 2.59990 0.004
H -4.13339 0.81912 4.69060 0.000
H -1.58841 6.63321 1.35121 0.000
C -2.37843 5.88577 1.24816 0.000
C 2.88389 -4.05859 -3.39816 0.000
H 1.97281 2.96683 -1.99608 0.000
H -0.93308 5.04740 -3.27827 0.000
H -0.21876 0.57529 -6.29102 0.000
C -1.02393 3.96427 -3.40344 0.000
C 3.76661 -3.14256 -0.02731 0.003
H 0.73598 -3.51850 -1.46467 0.000
H -2.75756 -2.10898 -6.01520 0.000
C -2.30093 -3.07271 1.02207 0.474
H 6.31587 -2.19045 0.71420 0.000
H 5.15626 0.06776 0.79243 0.000
C 3.16212 -4.66703 -2.01527 0.000
H 0.22505 3.18541 4.53900 0.000
As 0.06529 -0.09499 5.87524 0.000
H 1.73068 2.71363 4.20541 0.000
```

* expectation value of S²: 0.757
* energy above the lowest of the compared OMol25 structures with the same formula, charge and spin: 114.29 kcal/mol
* total charge: -2
* E: -221975.1479 eV
* E_LUMO (alpha / beta): 3.9 / 3.9 eV
* spin multiplicity: 2
* frontier orbital gap (alpha / beta): 6.0 / 6.0 eV